No. 1
Computed, not measured: a structure of composition C26H46HfOP2, with ωB97M-V/def2-TZVPD.

```
76
Properties=species:S:1:pos:R:3:forces:R:3
Hf -0.12048 0.27480 -0.71911 -0.3 -1.8 2.0
C 0.62445 -0.17280 2.01797 0.0 0.8 -0.5
C 1.60298 0.29764 1.07612 -0.3 1.6 0.9
C -0.17187 1.81304 1.15471 1.8 0.1 -0.4
C -0.46466 0.71471 2.03084 0.2 -0.4 -0.6
C 1.16892 1.60835 0.62662 -0.5 -0.2 2.0
C 0.80039 -1.27465 2.99818 0.1 -0.6 0.2
H 1.65660 -1.91723 2.75916 -0.2 0.1 0.1
H -0.09228 -1.91697 3.05662 0.3 0.1 0.1
H 0.97081 -0.85972 4.01110 -0.1 -0.2 -0.5
C -1.58578 0.65167 3.01586 -0.4 0.1 0.0
H -1.68899 -0.35257 3.44094 0.0 0.1 0.0
H -2.54812 0.92923 2.56787 0.1 0.1 0.2
H -1.39239 1.33674 3.85826 -0.2 -0.2 -0.3
C -0.91975 3.10117 1.07789 -0.4 0.1 0.0
H -0.77126 3.68339 2.00202 -0.1 -0.1 -0.3
H -1.99810 2.92175 0.95592 0.2 0.3 0.1
H -0.57220 3.70670 0.23655 -0.1 0.0 0.2
C 2.05350 2.67440 0.06155 0.1 0.2 -0.4
H 2.49555 3.27233 0.88350 -0.2 -0.3 -0.4
H 1.49095 3.35970 -0.58654 0.3 0.0 0.1
H 2.87910 2.24369 -0.51915 -0.2 0.2 0.1
C 3.03740 -0.11344 1.09409 0.4 -0.4 0.0
H 3.56424 0.41934 1.90798 -0.2 -0.2 -0.4
H 3.55526 0.12320 0.15958 0.0 -0.1 0.1
H 3.14800 -1.18974 1.28185 0.1 0.3 -0.1
C -1.02440 -1.84084 -1.06514 -0.5 -0.5 0.2
C 0.15644 -1.97191 -0.28368 -0.4 -1.0 0.1
C 1.45413 -2.52195 -0.88120 0.3 -0.2 0.4
C 2.07710 -1.68531 -2.05361 -0.1 -0.2 0.5
C 1.65139 -0.22213 -2.08063 0.3 1.3 -3.1
C 0.53987 0.24778 -2.86289 1.7 -1.0 -0.9
C -0.58086 -0.63180 -3.39618 -0.2 0.2 0.6
C -0.99572 -1.93472 -2.58499 -0.4 -0.3 -0.1
H 1.28344 -3.56341 -1.22300 -0.1 0.6 0.0
H 1.86340 -2.19562 -3.00781 -0.2 0.5 0.3
H 2.22406 -2.63661 -0.09389 -0.6 0.3 -0.2
H -0.36781 -2.78444 -2.91238 -0.1 0.4 0.3
H -1.98791 -2.01414 -0.57000 0.2 -0.1 -0.4
H 0.01094 -2.23938 0.77053 0.1 0.2 -0.5
H -2.01975 -2.18060 -2.92109 0.5 0.2 0.1
H -1.48910 -0.01982 -3.53125 0.3 0.0 0.0
H 0.57054 1.26179 -3.27294 -0.1 0.0 0.3
H -0.32226 -0.93172 -4.42997 0.0 0.1 0.4
H 3.17584 -1.71756 -1.95796 -0.5 0.1 0.1
H 2.45914 0.50536 -1.91648 -0.4 -0.3 -0.2
P -1.11609 -0.71430 -6.79835 -0.2 -1.1 -1.2
P -0.78795 1.94917 -8.19412 -0.3 0.5 -2.3
C -1.16667 -0.76167 -8.68634 0.0 0.1 0.0
C -1.52432 0.59295 -9.26426 0.0 0.0 0.3
H -1.91097 -1.50844 -8.99924 0.4 0.0 0.1
H -0.18487 -1.10145 -9.05048 -0.3 0.2 0.1
H -1.11816 0.68823 -10.28310 -0.3 0.1 0.3
H -2.61436 0.74274 -9.32896 0.3 -0.1 0.2
C -1.61248 3.21138 -9.25922 -0.1 0.6 0.0
H -1.22543 4.20886 -9.02291 -0.2 -0.1 -0.1
H -2.70067 3.18891 -9.10941 0.3 0.1 0.0
H -1.40243 2.99677 -10.32400 -0.1 0.1 0.5
C 0.77409 2.00402 -9.19686 0.3 0.1 0.2
H 0.51795 1.98140 -10.27056 0.2 0.0 0.5
H 1.43200 1.15806 -8.96583 0.0 0.2 0.0
H 1.28912 2.94985 -8.98441 0.1 -0.3 0.0
C -2.64138 -1.75754 -6.68840 0.1 -0.2 0.5
H -2.83990 -2.06195 -5.65256 -0.2 0.0 -0.2
H -2.52270 -2.64097 -7.32930 -0.2 0.1 0.3
H -3.48582 -1.15858 -7.05969 0.2 -0.2 0.2
C 0.22679 -1.99000 -6.74074 -0.2 -0.2 0.3
H 1.14927 -1.52672 -7.11462 -0.2 -0.1 0.1
H -0.04296 -2.83305 -7.38921 0.2 0.1 0.2
H 0.39633 -2.34358 -5.71536 0.1 -0.2 -0.2
C -3.83850 -1.73200 1.41746 -0.4 1.0 -1.0
C -2.76711 -2.59018 1.77607 3.2 -4.4 3.7
O -2.04089 -3.35034 2.28575 -3.5 4.1 -3.2
H -4.37471 -1.37636 2.33433 0.5 -0.4 -0.5
H -3.40154 -0.85178 0.86456 -0.4 -0.7 0.4
H -4.53061 -2.28802 0.73604 0.5 0.3 0.5
```
Forces are in eV/Å.

Calculated values
total charge = +2

No. 2
Computed, not measured: a cluster of 9 separate species, C26H46N2O25S in total, with ωB97M-V/def2-TZVPD.

```
100
Properties=species:S:1:pos:R:3:forces:R:3
C -0.08461 -2.59198 -1.92272 1.0 -0.9 3.3
N -0.36761 -1.32498 -2.61172 -5.0 -0.8 2.0
C -0.84361 -1.61598 -3.96572 3.1 0.6 -2.6
C -1.64361 -0.79198 -1.84172 -0.4 2.3 1.4
C 0.68439 -0.36098 -2.52572 4.9 1.7 -0.6
C 1.20439 0.17002 -1.04972 7.3 -3.0 -3.5
O 1.88439 1.42202 -1.24672 -2.4 -2.8 -4.6
H -0.91661 -3.25598 -1.61372 -0.4 1.0 -0.8
H 0.31339 -2.29798 -0.87172 0.0 -0.7 -2.0
H 0.55239 -3.23998 -2.50272 0.8 0.3 0.0
H -0.95561 -0.69998 -4.57872 0.1 -0.2 0.7
H -1.77461 -2.08398 -3.92572 -1.2 -1.1 0.1
H -0.01261 -2.22098 -4.49372 -1.6 0.7 0.8
H -2.72961 -1.04198 -2.00072 1.7 -1.4 -0.6
H -1.71361 0.24902 -2.07572 0.4 1.0 -0.6
H -1.51461 -0.68098 -0.73272 0.4 -1.0 -0.9
H 0.49139 0.54202 -3.11372 -1.0 0.1 0.6
H 1.54039 -0.68598 -3.23272 -0.9 -0.4 1.6
H 1.72039 -0.59798 -0.26372 -0.5 1.5 -2.5
H 0.40239 0.36102 -0.64372 -8.4 2.1 4.5
H 2.25339 1.68502 -0.47272 2.3 1.4 4.2
N 3.60139 1.21102 1.43728 -0.2 1.5 -1.4
O 2.51839 0.93902 2.01428 0.8 -0.6 0.0
O 4.55939 0.41702 1.32228 -1.4 0.8 0.6
O 3.64039 2.37702 0.85028 0.3 -1.8 0.6
O -1.94661 1.43002 1.07028 0.1 -0.7 -0.3
S -3.33661 1.74302 1.24828 0.3 3.0 2.3
O -4.30961 0.69002 1.25528 0.0 0.0 -0.3
O -3.47161 2.62602 2.68028 0.9 -1.7 -1.5
C -3.18661 1.85002 3.90028 -6.0 -1.7 -2.9
C -3.72661 2.63302 4.99828 -1.8 1.1 0.0
C -3.70461 3.09002 0.11228 1.1 3.5 7.0
H -2.28661 1.68302 4.19228 6.7 -1.0 0.0
H -3.69961 0.80102 3.72228 0.8 2.0 0.8
H -3.47961 2.17102 5.92528 0.2 -0.3 0.8
H -4.79861 2.52402 4.83428 -0.3 1.0 0.7
H -3.34061 3.68402 4.97528 -0.6 -0.9 0.0
H -3.49961 2.67702 -0.70872 1.3 -3.1 -7.1
H -2.94061 3.96802 0.26328 -1.5 -1.8 0.1
H -4.70761 3.39302 0.20528 -1.2 0.4 0.1
C -4.56161 -2.18498 -0.08372 0.2 -2.0 0.9
C -4.69461 -2.77798 1.37928 -5.0 -4.3 -4.3
O -3.71361 -3.70998 1.56628 1.9 0.0 -0.4
C -2.94361 -3.80498 0.47628 -0.2 0.2 0.8
O -1.97561 -4.50198 0.50728 0.2 0.3 -1.5
O -3.41061 -2.97798 -0.53072 0.3 -2.2 -0.2
H -3.97961 -1.32998 0.01128 -0.7 2.8 -0.1
H -5.50961 -2.20198 -0.78372 2.3 -0.1 1.5
H -5.64161 -3.49898 1.41128 1.2 2.0 -0.1
H -4.78261 -2.13698 2.12228 0.0 3.3 3.3
C 0.36339 4.56402 -3.41472 -1.2 0.0 -2.8
C -0.66761 3.62402 -2.86672 -0.6 0.3 1.8
O -1.84161 4.49202 -2.88272 -0.4 -2.8 0.8
C -1.62561 5.63102 -3.49572 1.1 0.4 -1.3
O -2.42661 6.47802 -3.62972 -0.7 1.0 -0.2
O -0.37461 5.62202 -4.04872 -0.7 0.3 0.9
H 0.90239 4.21602 -4.25872 0.9 -1.1 -0.4
H 1.00539 4.96902 -2.75072 2.0 1.3 2.5
H -0.57261 3.39502 -1.73272 0.3 -0.1 -2.1
H -0.71161 2.71802 -3.52772 -0.7 0.7 0.8
C 0.61439 3.87502 1.02528 0.4 5.3 2.7
C 1.75939 4.88002 0.65328 2.2 -1.2 3.7
O 1.06839 5.79902 -0.07372 -1.5 1.7 -1.5
C -0.23961 5.57102 0.00328 -5.6 5.9 -3.6
O -1.15861 6.33302 -0.51072 4.6 -3.0 1.9
O -0.60661 4.52002 0.64528 0.7 -0.5 0.2
H 0.34839 3.58802 1.97628 0.9 -0.6 2.6
H 0.67839 3.11902 0.48228 0.8 -6.9 -4.7
H 2.65839 4.48502 0.09628 -1.4 0.0 0.5
H 2.20539 5.38402 1.61028 -0.8 -0.8 -1.6
C 4.86239 -0.61598 -1.66472 -0.6 -0.7 -0.6
C 5.41239 -1.89998 -1.04772 0.3 -1.6 1.5
O 6.70539 -2.13998 -1.77272 -1.2 -1.3 2.3
C 6.74939 -1.29198 -2.74472 3.7 -1.8 -5.7
O 7.41939 -1.36198 -3.80672 -0.8 -0.4 3.4
O 5.89839 -0.37998 -2.65172 -4.3 4.8 0.8
H 4.56939 0.21102 -1.00672 1.4 0.0 0.1
H 3.88039 -0.75698 -2.16672 0.8 -0.4 -0.3
H 4.78139 -2.83298 -1.17772 0.7 1.3 -0.2
H 5.61339 -1.84398 0.05828 0.0 0.2 -1.2
C 1.65039 -1.42898 3.46128 2.2 0.4 1.4
C 0.39339 -0.67798 3.24828 -2.9 2.3 0.6
O -0.67561 -1.62598 3.70628 0.0 2.8 -0.5
C -0.07861 -2.69198 4.08028 -2.4 -5.8 3.0
O -0.64961 -3.68598 4.58828 1.1 2.6 -1.5
O 1.20139 -2.68598 3.90528 1.9 -0.6 0.4
H 2.44639 -0.95598 4.21628 -2.1 -0.9 -1.5
H 2.16639 -1.61098 2.58728 1.3 -0.1 -1.9
H -0.09761 -0.45698 2.19728 2.1 0.4 2.0
H 0.49639 0.16802 4.06428 -1.2 -1.0 -2.3
C 1.46639 -6.26498 -0.32972 -0.6 -1.9 -1.3
C 1.38839 -6.20698 1.23028 -0.6 2.0 -3.0
O 2.02639 -4.93798 1.49728 -0.9 -1.0 1.3
C 2.27939 -4.27498 0.39628 -0.5 0.7 0.6
O 2.55139 -3.10298 0.43828 0.3 -0.5 -1.2
O 2.10139 -5.07598 -0.66772 1.0 1.9 -1.2
H 0.52839 -6.29398 -0.96572 0.4 0.1 1.5
H 2.02939 -7.13498 -0.77372 -0.1 0.8 0.9
H 1.99639 -6.90998 1.64528 1.1 -2.2 1.4
H 0.34739 -6.21398 1.46828 -0.4 0.1 1.0
```
Forces are in eV/Å.

Calculated values
total charge = 0

| no. | Kohn-Sham gap (eV) | HOMO (eV) | LUMO (eV) |
| --- | --- | --- | --- |
| 1 | 3.42 | -11.65 | -8.226 |
| 2 | 8.08 | -8.87 | -0.799 |